Below is a molecular structure, C29H33BN8SiZr, with properties calculated with ωB97M-V/def2-TZVPD.

```
73
C29H33BN8SiZr | OMol25 | ωB97M-V/def2-TZVPD
Zr -0.251 -0.150 -0.027
C 3.772 -0.660 -0.190
C 2.929 0.361 0.235
N 1.827 -0.144 0.792
N 1.935 -1.512 0.716
C 3.102 -1.830 0.118
B 0.957 -2.414 1.570
N 0.303 -1.456 2.583
C 0.597 -1.185 3.865
C -0.303 -0.247 4.328
C -1.116 0.036 3.233
N -0.747 -0.692 2.177
N -0.196 -2.982 0.675
C -0.724 -4.211 0.721
C -1.788 -4.267 -0.163
C -1.853 -2.997 -0.723
N -0.887 -2.226 -0.214
N 1.631 -3.592 2.229
C 1.370 -4.184 3.430
C 2.015 -5.390 3.457
C 2.642 -5.477 2.199
N 2.395 -4.411 1.465
H 4.732 -0.559 -0.663
H 3.071 1.429 0.171
H 3.378 -2.860 -0.011
H 1.424 -1.655 4.370
H -0.358 0.177 5.315
H -1.948 0.718 3.172
H -0.330 -4.976 1.370
H -2.427 -5.104 -0.377
H -2.538 -2.621 -1.465
H 0.736 -3.718 4.165
H 2.040 -6.106 4.260
H 3.250 -6.273 1.801
C -0.703 4.913 -3.437
C 0.229 4.185 -2.711
C -0.198 3.233 -1.799
C -1.557 2.988 -1.580
C -2.475 3.736 -2.316
C -2.056 4.686 -3.238
Si -2.102 1.767 -0.210
C -1.583 2.759 1.347
C -0.231 2.779 1.705
C 0.229 3.514 2.785
C -0.671 4.248 3.545
C -2.017 4.247 3.209
C -2.465 3.513 2.119
H -0.372 5.656 -4.151
H 1.287 4.367 -2.856
H 0.549 2.676 -1.239
H -3.536 3.570 -2.169
H -2.788 5.257 -3.795
H -3.594 1.811 -0.219
H 0.503 2.227 1.110
H 1.284 3.527 3.029
H -0.318 4.824 4.390
H -2.720 4.829 3.792
H -3.518 3.527 1.864
C 0.427 -1.899 -3.595
C 0.045 -0.426 -3.315
C -1.486 -0.299 -3.296
C 0.613 0.461 -4.431
C 0.656 -0.086 -1.987
H -0.007 -2.214 -4.546
H 0.051 -2.555 -2.810
H 1.509 -2.020 -3.654
H -1.911 -0.728 -4.204
H -1.781 0.749 -3.245
H -1.913 -0.824 -2.431
H 0.118 0.249 -5.380
H 1.684 0.290 -4.554
H 0.452 1.514 -4.192
H 1.723 0.129 -2.120
```

The value obtained for the HOMO-LUMO gap (spin up / spin down) is 7.367 / 6.774 eV. As for the HOMO energy (spin up / spin down): -10.90 / -10.99 eV. As for the relative energy (zero: lowest compared OMol25 entry of this formula, charge and spin): 2.701 eV. The spin multiplicity is 2. As for the total charge: +1.